#A
{"formula": "C5H8O4", "method": "wB97M-V/def2-TZVPD", "homo_energy_ev": -0.98, "charge": -2, "symbols": ["C", "C", "O", "O", "H", "H", "H", "C", "C", "C", "O", "O", "H", "H", "H", "H", "H"], "coordinates": [[-2.42, 0.64, 1.76], [-1.18, 0.36, 2.61], [-1.31, -0.08, 3.79], [-0.10, 0.60, 2.02], [-3.38, 0.51, 2.28], [-2.44, -0.11, 0.97], [-2.31, 1.64, 1.35], [1.11, -0.30, -0.84], [2.46, -0.37, -1.55], [-0.01, -0.46, -1.90], [0.05, 0.35, -2.88], [-0.82, -1.40, -1.77], [0.96, -0.94, 0.02], [1.01, 0.74, -0.50], [3.37, -0.31, -0.94], [2.45, 0.42, -2.30], [2.55, -1.30, -2.11]], "mulliken_charge": [-0.699, 0.466, -0.778, -0.655, 0.298, 0.157, 0.204, 0.005, -1.207, 0.441, -0.776, -0.757, 0.276, 0.118, 0.348, 0.273, 0.287]}



#B
{"formula": "C5H8O4", "method": "wB97M-V/def2-TZVPD", "homo_energy_ev": -1.47, "charge": -2, "symbols": ["C", "C", "C", "O", "O", "H", "H", "H", "H", "H", "C", "C", "O", "O", "H", "H", "H"], "coordinates": [[-1.45, -1.31, 1.02], [-0.97, -0.14, 0.06], [-1.99, -1.04, 2.54], [-1.31, -0.41, 3.39], [-3.14, -1.46, 2.80], [-2.41, -1.74, 0.49], [-0.73, -2.00, 1.47], [-1.37, 0.82, 0.37], [-1.33, -0.36, -0.93], [0.08, -0.20, 0.18], [1.50, 0.83, -1.80], [2.80, 1.71, -1.38], [3.81, 0.95, -1.42], [2.61, 2.88, -1.05], [1.57, 0.60, -2.86], [0.42, 0.89, -1.68], [1.90, -0.03, -1.21]], "mulliken_charge": [-0.381, -0.756, 0.440, -0.736, -0.743, 0.117, 0.197, 0.297, 0.369, 0.158, -0.775, 0.503, -0.720, -0.680, 0.251, 0.329, 0.130]}



Which structure is most stable? #A, by 0.0407 hartree over the runner-up.